1.
Density functional theory data (ωB97M-V with the def2-TZVPD basis set) for a molecular structure, H4O14S3Zn.

multiplicity = 2
E_tot = -109651.3289 eV
total charge = -3
highest occupied orbital energy (alpha / beta) = 1.48 / 1.93 eV
M = 389.61 g/mol
energy relative to the best compared isomer or geometry (same formula, charge and spin) = 0.268 eV
LUMO energy (alpha / beta) = 6.654 / 6.469 eV
orbital gap (alpha / beta) = 5.17 / 4.54 eV

```
22
H4O14S3Zn | OMol25 | ωB97M-V with the def2-TZVPD basis set
Zn 1.42133 6.05762 11.33700
S -1.48067 4.79309 10.52325
O -1.70985 3.40965 10.70757
O -0.04099 5.06132 10.66579
O -1.93546 5.18983 9.21969
O -2.21677 5.51524 11.53118
S 3.95430 5.94987 10.69427
O 5.15006 5.12053 11.05779
O 4.37804 7.04261 9.83761
O 2.85747 5.25207 10.07343
O 3.27509 6.54337 11.89410
S 0.63657 3.91602 13.55017
O 1.28982 3.17134 14.67076
O -0.42557 4.79668 14.08078
O 1.62640 4.69928 12.80823
O 0.08158 2.93866 12.62274
O 1.37157 7.64668 9.94192
H 2.03951 7.41512 9.29657
H 1.02709 8.48708 9.63978
O 0.33032 7.22422 12.81524
H -0.46509 7.07539 13.32652
H 0.48196 8.16736 12.87640
```

These are the Löwdin partial charges, in e, on atoms 1 to 6:
1. Zn 0.573
2. S 0.100
3. O -0.343
4. O -0.388
5. O -0.410
6. O -0.401



2.
Density functional theory data (ωB97M-V with the def2-TZVPD basis set) for 2 unconnected molecules or ions with the total composition H4O2.

E_tot = -4159.5546 eV
total charge = 0
highest occupied orbital energy = -11.25 eV
M = 36.03 g/mol
energy relative to the best compared isomer or geometry (same formula, charge and spin) = 0.384 eV
LUMO energy = 0.702 eV
orbital gap = 11.96 eV

```
6
H4O2 | OMol25 | ωB97M-V with the def2-TZVPD basis set
O 0.91743 -1.30650 0.11485
H 0.28650 -1.15308 0.86772
H 0.35766 -1.67964 -0.51055
O -0.69909 1.26467 -0.45862
H -0.73011 0.82975 0.38925
H -0.13239 2.04479 -0.40266
```

Per-atom Löwdin charges, elementary charge units:
1. O -0.045
2. H 0.057
3. H -0.007
4. O -0.057
5. H 0.008
6. H 0.044